The following is a DFT calculation (wB97M-V/def2-TZVPD) of 2 unconnected molecules or ions with the total composition C4H13NO2.

The geometry in XYZ format:
```
20
Properties=species:S:1:pos:R:3:forces:R:3:lowdin_charge:R:1
C -2.1764 -0.0112 1.0168 1.15 0.57 1.12 0.01
N -0.9898 -0.4970 0.3423 -2.18 -0.49 -1.14 0.12
C -0.6079 0.0920 -0.9055 1.62 0.57 0.15 -0.12
C 0.8129 -0.3494 -1.3292 -0.35 -0.25 0.68 -0.40
C 1.0636 -0.0422 -2.7909 0.46 -0.01 0.07 -0.02
O 1.7653 0.2615 -0.4665 -0.26 0.10 -0.29 0.01
H -2.2909 -0.5814 1.9350 -0.38 -0.07 -0.11 0.11
H -2.0206 1.0387 1.2865 -0.11 -0.02 -0.15 0.12
H -3.0388 -0.0650 0.3525 -0.11 -0.21 -0.15 0.13
H -0.9281 -1.5158 0.3894 0.76 0.00 0.20 0.18
H -0.5784 1.1754 -0.7781 -0.40 0.16 -0.08 0.16
H -1.3402 -0.1516 -1.6847 -0.19 -0.24 0.09 0.18
H 0.8460 -1.4220 -1.1072 0.21 -0.17 -0.40 0.14
H 0.4718 0.7977 -3.1210 -0.19 0.38 -0.12 0.08
H 0.8083 -0.8974 -3.3998 -0.10 -0.22 -0.21 0.09
H 2.1115 0.2124 -2.9836 -0.19 -0.19 0.27 0.11
H 1.3186 0.7402 0.2367 0.23 0.11 0.10 0.09
H 2.0408 0.9667 4.0044 -0.13 -0.13 0.35 0.04
H 1.3320 -0.3402 4.3765 0.13 0.06 0.16 0.03
O 1.4002 0.5885 4.6263 0.03 0.05 -0.53 -0.06
```
Forces are in eV/Å.

Summary:
Expectation value of S²: 0.754
2S+1: 2
Relative energy (zero: lowest compared OMol25 entry of this formula, charge and spin): 141.9 kJ/mol
LUMO (alpha / beta): -0.127 / -0.311 hartree
Charge: +1
Orbital gap (alpha / beta): 10.83 / 5.82 eV

The following is a DFT calculation (wB97M-V/def2-TZVPD) of a gas-phase ion, C3H10N3 (charge +1).

The geometry in XYZ format:
```
16
Properties=species:S:1:pos:R:3:forces:R:3:lowdin_charge:R:1
C 0.5434 -0.6481 1.0988 0.41 -0.03 -0.02 -0.08
C -0.4349 0.7019 -0.7906 0.71 0.03 -0.36 -0.13
C 0.6865 -0.2682 -0.3618 -0.31 -0.03 -0.19 -0.38
N -0.5931 -0.6485 1.6479 -0.25 -0.02 0.32 0.12
N 1.9458 0.3271 -0.7194 0.06 0.08 0.08 0.06
N -1.7571 0.1655 -0.4069 -0.30 -0.04 0.08 0.11
H 1.4679 -0.9020 1.6179 -0.03 -0.07 0.13 0.14
H -0.2844 1.6531 -0.2768 -0.12 -0.04 0.01 0.14
H -0.3564 0.8804 -1.8639 -0.09 -0.01 0.13 0.14
H 0.5903 -1.2018 -0.9366 -0.03 0.09 0.06 0.16
H -0.6679 -0.8960 2.6291 0.22 -0.05 0.02 0.12
H 2.1875 1.1200 -0.1386 0.05 0.01 -0.02 0.09
H 2.7136 -0.3301 -0.7256 0.00 0.02 -0.04 0.09
H -2.0418 -0.6047 -1.0128 -0.03 0.12 0.05 0.16
H -2.4822 0.8826 -0.4252 0.06 -0.15 -0.02 0.16
H -1.5174 -0.2311 0.6646 -0.35 0.07 -0.22 0.09
```
Forces are in eV/Å.

Summary:
2S+1: 1
Relative energy (zero: lowest compared OMol25 entry of this formula, charge and spin): 138.1 kJ/mol
LUMO: -0.126 hartree
Charge: +1
Orbital gap: 10.49 eV

The following is a DFT calculation (wB97M-V/def2-TZVPD) of a molecular structure, C32H55AuBFN9PS2Si.

The geometry in XYZ format:
```
103
Properties=species:S:1:pos:R:3:forces:R:3:lowdin_charge:R:1
Au 0.0171 -0.5020 1.3919 0.25 -0.30 0.33 0.74
C -0.7652 3.4146 3.0806 -0.17 -0.10 0.04 -0.04
N -2.0000 2.6404 3.1413 0.22 0.04 -0.04 -0.11
C -2.8878 2.5944 4.1900 0.02 0.07 0.02 -0.06
C -3.8447 1.7024 3.8442 0.02 -0.10 -0.10 -0.07
N -3.5503 1.2069 2.5923 0.06 -0.15 0.02 0.00
B -4.5162 0.1222 1.9541 0.06 0.08 0.02 -0.42
N -3.9330 -0.6107 0.6966 -0.16 -0.16 0.05 -0.01
C -4.5554 -0.5444 -0.5258 0.09 0.12 0.11 -0.05
C -4.0321 -1.5028 -1.3272 0.06 -0.06 -0.04 -0.05
N -3.0861 -2.1606 -0.5837 0.02 -0.15 0.04 -0.11
C -2.2209 -3.2185 -1.0758 -0.02 0.15 0.03 -0.05
C -3.0250 -1.6059 0.6504 -0.08 0.12 -0.25 -0.72
S -1.9611 -2.1135 1.8936 0.09 0.13 -0.03 0.72
C -2.4226 1.7943 2.1631 -0.06 0.04 0.21 -0.70
S -1.6311 1.6594 0.6511 -0.12 0.19 -0.28 0.72
H -0.7682 4.1354 3.8943 -0.01 -0.03 0.03 0.09
H -0.7040 3.9322 2.1277 -0.04 0.04 -0.03 0.07
H 0.0966 2.7552 3.1724 0.02 -0.07 0.02 0.08
H -2.7665 3.1986 5.0747 0.02 -0.08 -0.09 0.12
H -4.7121 1.3621 4.3852 0.08 0.02 -0.03 0.13
H -5.5180 0.6956 1.5869 0.06 -0.05 0.00 0.07
H -4.7325 -0.6947 2.8179 0.00 0.09 -0.05 0.08
H -5.3269 0.1809 -0.7205 0.03 -0.07 0.05 0.12
H -4.2515 -1.7775 -2.3462 0.01 0.02 0.11 0.12
H -2.7540 -3.7839 -1.8369 -0.03 -0.01 -0.02 0.10
H -1.9455 -3.8671 -0.2519 -0.03 -0.05 0.08 0.07
H -1.3132 -2.7781 -1.4884 -0.01 -0.02 0.02 0.04
C -1.4152 -0.9465 4.9172 -0.15 -0.16 -0.12 -0.21
Si 0.3744 -0.4438 4.8310 0.04 0.09 -0.01 0.37
C 0.3842 1.1866 5.8046 0.03 0.03 0.09 -0.18
C 1.3271 -1.7842 5.7283 0.13 -0.06 0.18 -0.17
N 1.0471 -0.2988 3.2258 0.05 -0.06 -0.15 -0.21
C 2.4395 -0.1888 3.1531 -0.05 -0.07 0.04 -0.32
C 3.2208 0.3428 4.2091 -0.03 0.10 -0.16 -0.07
C 4.6007 0.4646 4.1611 -0.01 -0.01 0.06 -0.10
C 5.3158 0.0464 3.0509 -0.01 -0.01 -0.02 -0.11
C 4.6052 -0.5238 2.0069 0.08 0.04 -0.05 -0.04
C 3.2349 -0.6354 2.0793 -0.13 -0.02 0.03 -0.24
F 2.6458 -1.2715 1.0240 -0.14 0.06 -0.10 -0.02
H -1.7820 -0.6835 5.9177 0.07 -0.04 -0.10 0.04
H -1.5534 -2.0233 4.7776 -0.01 0.14 0.01 0.01
H -2.0422 -0.4428 4.1816 -0.05 0.04 0.06 -0.02
H -0.6072 1.6416 5.7216 0.02 0.02 0.00 0.00
H 1.1186 1.9236 5.4774 -0.02 -0.01 0.00 0.02
H 0.5569 0.9901 6.8711 -0.02 0.03 -0.13 0.04
H 1.0877 -1.8098 6.7980 0.01 -0.01 -0.11 0.03
H 2.4102 -1.6809 5.6214 -0.12 -0.06 0.06 0.02
H 1.0371 -2.7481 5.2960 0.04 0.06 0.04 0.03
H 2.7187 0.6715 5.1055 0.01 0.06 0.00 0.07
H 5.1232 0.8866 5.0123 -0.06 0.00 -0.02 0.10
H 6.3927 0.1435 3.0018 -0.04 -0.02 0.00 0.10
H 5.1041 -0.9078 1.1243 -0.05 0.01 0.02 0.11
N -0.5118 -0.6379 -0.5582 -0.04 0.12 0.35 -0.29
P 0.2397 -0.2153 -1.8763 0.37 0.26 -1.15 0.59
N 1.3620 1.0155 -1.8109 -0.02 -0.01 0.33 -0.19
C 2.0454 1.4320 -3.0497 0.00 0.10 0.07 -0.21
C 2.4236 2.9058 -2.9769 0.04 -0.01 0.05 -0.18
C 3.4365 3.1500 -1.8495 -0.02 -0.05 0.02 -0.19
C 3.1543 2.2229 -0.6524 -0.06 0.04 -0.14 -0.17
C 1.6887 1.8200 -0.6196 -0.01 -0.04 -0.14 -0.23
N -0.7646 0.3127 -3.1159 -0.19 -0.09 0.22 -0.19
C -1.6511 -0.6754 -3.7727 -0.02 0.09 0.10 -0.19
C -2.9028 -0.0097 -4.3325 0.04 0.12 0.02 -0.19
C -2.5293 1.2429 -5.1223 0.03 0.01 0.05 -0.18
C -1.7798 2.2543 -4.2227 -0.08 -0.08 -0.04 -0.16
C -1.3943 1.6241 -2.8902 0.04 0.04 -0.09 -0.23
N 0.8966 -1.5740 -2.6026 0.05 -0.11 0.37 -0.19
C 1.5695 -2.5601 -1.7401 -0.03 0.00 -0.14 -0.21
C 1.3823 -3.9640 -2.3039 0.03 0.06 -0.11 -0.18
C 1.8943 -4.0374 -3.7424 -0.12 0.03 0.02 -0.20
C 1.2121 -2.9657 -4.5930 0.06 -0.03 0.12 -0.18
C 1.4268 -1.5915 -3.9678 -0.04 -0.06 0.02 -0.22
H 1.3825 1.2566 -3.8963 0.00 0.00 0.01 0.09
H 2.9551 0.8394 -3.2109 -0.03 -0.02 0.03 0.12
H 1.5174 3.4967 -2.8100 0.03 -0.03 -0.03 0.11
H 2.8367 3.2168 -3.9388 -0.04 0.02 0.02 0.11
H 3.3970 4.1959 -1.5383 0.00 -0.01 -0.02 0.11
H 4.4477 2.9685 -2.2209 0.00 0.03 0.01 0.11
H 3.4221 2.7056 0.2878 0.01 -0.03 0.02 0.11
H 3.7504 1.3138 -0.7297 0.08 -0.08 0.05 0.11
H 1.0610 2.7188 -0.5614 -0.05 -0.05 -0.03 0.10
H 1.4777 1.2422 0.2733 -0.02 -0.13 0.12 0.05
H -1.9194 -1.4816 -3.0829 0.01 0.10 -0.03 0.08
H -1.1191 -1.1373 -4.6086 0.06 -0.01 0.02 0.10
H -3.5890 0.2576 -3.5245 0.01 -0.04 -0.02 0.10
H -3.4176 -0.7294 -4.9723 -0.03 0.00 0.01 0.12
H -3.4257 1.6980 -5.5444 0.01 0.00 -0.04 0.10
H -1.8979 0.9489 -5.9659 -0.01 0.01 0.02 0.11
H -2.4011 3.1314 -4.0247 0.03 -0.03 -0.01 0.11
H -0.8771 2.6057 -4.7260 0.00 0.03 -0.02 0.10
H -2.2654 1.5364 -2.2339 0.00 -0.04 0.02 0.09
H -0.6843 2.2662 -2.3678 0.01 -0.04 0.00 0.09
H 1.1641 -2.4879 -0.7350 -0.04 0.02 0.07 0.08
H 2.6441 -2.3352 -1.6801 -0.02 0.04 0.02 0.12
H 0.3150 -4.2081 -2.2914 0.03 -0.05 0.04 0.10
H 1.8990 -4.6867 -1.6678 -0.02 0.03 -0.01 0.12
H 1.7235 -5.0301 -4.1636 0.02 0.01 0.00 0.11
H 2.9757 -3.8616 -3.7483 0.00 -0.04 -0.01 0.11
H 0.1368 -3.1667 -4.6404 0.02 0.00 -0.05 0.11
H 1.6036 -2.9701 -5.6135 -0.02 0.01 0.02 0.11
H 0.9488 -0.8148 -4.5580 -0.03 0.04 0.00 0.09
H 2.5057 -1.3811 -3.9557 0.00 0.04 0.03 0.12
```
Forces are in eV/Å.

Summary:
Expectation value of S²: 2.020
2S+1: 3
LUMO (alpha / beta): 0.020 / -0.073 hartree
Charge: 0
Orbital gap (alpha / beta): 7.50 / 4.75 eV

The following is a DFT calculation (wB97M-V/def2-TZVPD) of a molecular structure, C4H9NS.

The geometry in XYZ format:
```
15
Properties=species:S:1:pos:R:3:forces:R:3:lowdin_charge:R:1
C -0.8389 1.1662 0.3539 -0.57 0.77 -0.07 -0.37
C -2.0331 -0.4854 -0.3438 -2.15 0.60 -0.47 -0.34
C 0.4287 -1.6133 0.2250 0.93 -0.47 2.60 -0.28
C 2.4514 0.9069 -0.4079 -2.21 1.73 2.36 -0.09
N -2.1655 0.7831 0.3679 2.42 -2.66 -2.59 -0.09
S -0.2871 -0.1197 -0.6544 1.96 -0.04 1.47 0.99
H -0.2909 2.0575 0.6927 -0.58 -0.79 0.11 0.09
H -2.7169 -0.6725 -1.2909 1.08 0.53 2.12 0.08
H 1.5164 -1.8165 0.0834 -1.01 0.39 -1.11 0.04
H 0.4962 -1.5482 1.3700 -0.72 1.02 -1.45 0.09
H -0.2122 -2.4879 0.1628 -0.13 -0.04 -0.89 0.03
H 1.8869 1.4410 -1.1507 0.32 -0.01 -0.59 -0.08
H 2.2292 1.2108 0.6545 0.37 0.36 -1.00 -0.05
H 2.5496 -0.1143 -0.3506 0.75 -2.28 -0.98 -0.14
H -3.0138 1.2923 0.2881 -0.45 0.89 0.47 0.12
```
Forces are in eV/Å.

Summary:
2S+1: 1
Relative energy (zero: lowest compared OMol25 entry of this formula, charge and spin): 888.0 kJ/mol
LUMO (alpha / beta): -0.033 / -0.035 hartree
Charge: 0
Orbital gap (alpha / beta): 5.10 / 5.06 eV